{
  "formula": "C5H7F2N2",
  "method": "the ωB97M-V functional and the def2-TZVPD basis",
  "species": ["C", "C", "C", "C", "C", "N", "N", "F", "F", "H", "H", "H", "H", "H", "H", "H"],
  "xyz": [[2.060, -0.897, -0.937], [1.536, -0.221, 0.082], [-0.089, -0.624, -1.344], [-1.761, 0.489, 1.551], [-0.760, 1.073, 0.621], [0.986, -1.175, -1.782], [0.214, 0.026, -0.202], [-1.238, 1.819, -0.318], [0.001, 1.892, 1.398], [3.009, -1.313, -1.221], [2.150, 0.275, 0.798], [-1.133, -0.917, -1.616], [-1.975, 1.444, 2.203], [-1.379, -0.240, 2.243], [-2.748, 0.140, 1.201], [1.128, -1.772, -2.677]],
  "mulliken_charge": [-0.266, -0.323, -0.068, -1.118, 0.801, -0.067, 0.044, -0.256, -0.260, 0.412, 0.401, 0.350, 0.337, 0.335, 0.364, 0.313],
  "total_energy_ha": -503.701490,
  "spin_multiplicity": 1,
  "e_homo_ha": -0.5449,
  "homo_lumo_gap_ev": 11.45,
  "charge": 1,
  "smiles": "CC(F)(F)[n+]1cc[nH]c1",
  "lumo_energy_ev": -3.375
}